[1]
Computed, not measured: a structure of composition C39H57Br3FGeSeSi2Sn, with wB97M-V/def2-TZVPD.

energy relative to the best compared isomer or geometry (same formula, charge and spin): 0.0 kcal/mol
HOMO-LUMO gap (spin up / spin down): 7.38 / 5.88 eV

The geometry in ORCA input format:
```
! RIJCOSX wB97M-V def2-TZVPD def2/J DEFGRID3
* xyz 0 2
Sn 1.09812 0.59607 0.25502
Br -1.23034 3.17068 1.57214
C -1.92895 3.37109 -0.20364
Br -2.01219 1.69571 -1.18753
H -1.28932 4.05313 -0.74818
H -2.93506 3.75972 -0.12041
C 2.49949 1.11587 3.88261
Ge 2.92260 0.01677 2.27935
C 2.98927 -1.85017 2.91201
C 2.74776 -2.96356 2.11460
C 2.89126 -4.24483 2.62693
C 3.28727 -4.42879 3.94344
C 3.52475 -3.32600 4.74995
C 3.36749 -2.04603 4.23907
C 4.70350 0.35752 1.48173
C 5.33016 -0.71657 0.89547
C 6.57973 -0.58461 0.26304
C 7.20464 0.63011 0.23317
C 6.59808 1.76846 0.81005
C 7.22118 3.03822 0.77096
C 6.59831 4.14242 1.27774
C 5.30893 4.03010 1.83283
C 4.68668 2.81497 1.89532
C 5.31349 1.64194 1.40938
H 3.41223 1.44384 4.37995
H 1.90990 0.51235 4.57201
H 1.91343 1.99175 3.60650
H 2.44020 -2.83476 1.08419
H 2.68402 -5.10307 1.99955
H 3.41217 -5.42764 4.34166
H 3.82940 -3.45878 5.78054
H 3.55112 -1.19247 4.88171
H 4.85007 -1.68767 0.92147
H 7.04440 -1.44880 -0.19487
H 8.16592 0.74477 -0.25435
H 8.20477 3.11494 0.32227
H 7.08552 5.10831 1.24605
H 4.81219 4.91371 2.21285
H 3.68983 2.74287 2.30828
C 2.46998 0.23353 -4.38478
Si 3.52247 -0.16236 -2.86626
C 4.77886 -1.49605 -3.31790
C 4.31007 1.42025 -2.21184
Se 2.18191 -1.16323 -1.25987
H 3.11555 0.47569 -5.23283
H 1.82047 1.08984 -4.19573
H 1.83910 -0.61085 -4.66483
H 5.55619 -1.09222 -3.96980
H 4.27964 -2.31060 -3.84594
H 5.25301 -1.91605 -2.43049
H 5.23687 1.64796 -2.74308
H 4.54353 1.33599 -1.15077
H 3.62720 2.26196 -2.34285
C -3.63528 -1.21910 -5.15821
C -2.83476 -2.51913 -5.33516
C -1.47281 -2.11376 -5.91643
C -3.55952 -3.39909 -6.36490
Si -2.60323 -3.45966 -3.65855
Br -2.13044 -1.79494 -2.18840
C -4.22948 -4.23894 -2.95982
C -5.41829 -3.29043 -3.17108
C -4.54053 -5.56686 -3.66688
C -4.13661 -4.50009 -1.44762
C -1.08646 -4.65376 -3.61879
C -1.07918 -5.47218 -2.32012
C -1.12947 -5.62359 -4.80953
C 0.23801 -3.88535 -3.66271
H -3.78665 -0.76139 -6.14094
H -3.09811 -0.50318 -4.53822
H -4.61447 -1.38524 -4.71303
H -1.63104 -1.49645 -6.80607
H -0.88204 -2.97962 -6.21784
H -0.89633 -1.52226 -5.20203
H -3.58274 -2.88567 -7.33082
H -4.59289 -3.59282 -6.07206
H -3.05777 -4.35866 -6.50930
H -5.63398 -3.13624 -4.22897
H -5.24456 -2.32225 -2.69762
H -6.31059 -3.72796 -2.71374
H -4.63263 -5.44163 -4.74807
H -5.48948 -5.96512 -3.29523
H -3.77244 -6.31785 -3.47435
H -3.87426 -3.59784 -0.89494
H -3.41157 -5.27354 -1.20441
H -5.11275 -4.83792 -1.08645
H -1.90336 -6.18543 -2.28631
H -1.12981 -4.82696 -1.43987
H -0.14756 -6.04274 -2.25814
H -2.04591 -6.21757 -4.82166
H -0.28334 -6.31443 -4.74813
H -1.05335 -5.09589 -5.76191
H 0.32665 -3.19115 -2.83065
H 0.36844 -3.32492 -4.58702
H 1.07115 -4.59215 -3.58512
F -2.40127 -3.56149 3.52441
C -1.66188 -2.68836 2.81029
C -1.50295 -1.40329 3.28631
C -0.74244 -0.51181 2.54427
C -0.15226 -0.87893 1.33281
C -0.34412 -2.19170 0.89771
C -1.08706 -3.10547 1.62673
H -1.97238 -1.10786 4.21558
H -0.60885 0.49105 2.93531
H 0.09759 -2.50636 -0.04075
H -1.23273 -4.12367 1.28834
*
```


[2]
Computed, not measured: a cluster of 6 separate species, C39H57I2N8O6PS2 in total, with wB97M-V/def2-TZVPD.

structure (SMILES): CC[C@H](I)c1c(CCCS)c(COCOCCO)c(CCCCOC(C)=O)c2c1N(O)c1c(I)c([PH2]=N)c(C)c(N)c1S2.CC#N.CC#N.CC#N.CC#N.CC#N
HOMO-LUMO gap: 8.21 eV

The geometry in ORCA input format:
```
! RIJCOSX wB97M-V def2-TZVPD def2/J DEFGRID3
* xyz 0 1
C -1.53442 0.91800 2.95171
C -2.26738 1.75086 1.88570
C -1.24777 2.74452 1.23236
I -2.06521 4.76205 1.07633
C -0.72518 2.21912 -0.09262
C -1.54612 2.03140 -1.21744
C -3.03884 2.37223 -1.16320
C -3.37970 3.73508 -1.88007
C -4.19069 3.59415 -3.19490
S -5.76043 4.50698 -3.21455
C -1.01776 1.55300 -2.41375
C -1.84924 1.30510 -3.65589
O -2.96676 0.45197 -3.39043
C -3.67896 0.15021 -4.56092
O -5.03003 0.50270 -4.44829
C -5.59741 0.79253 -5.71614
C -6.94062 1.48533 -5.60022
O -6.85112 2.83143 -6.08218
C 0.33986 1.27414 -2.51481
C 1.00033 0.79659 -3.79756
C 0.78454 -0.73319 -3.97161
C 2.01211 -1.60281 -3.63686
C 1.51551 -3.05774 -3.45550
O 1.20624 -3.33101 -2.08348
C 1.66174 -4.58110 -1.72361
C 3.14604 -4.69124 -1.41194
O 0.94942 -5.55236 -1.68122
C 1.12733 1.47393 -1.41071
C 0.64139 1.92880 -0.20829
N 1.47573 2.17453 0.94373
O 1.93454 3.51033 0.98798
C 2.53510 1.23487 1.13573
C 2.88173 0.87786 2.43262
I 1.83068 1.73879 4.06142
C 3.91711 -0.00234 2.66106
P 4.37964 -0.45654 4.39102
N 3.58226 -1.76646 4.78783
C 4.66615 -0.56703 1.63107
C 5.80679 -1.49876 1.94339
C 4.31668 -0.21044 0.34390
N 4.99269 -0.72793 -0.78364
C 3.27969 0.67335 0.12735
S 2.88942 1.17574 -1.53837
H -1.30481 1.60194 3.77638
H -2.15440 0.12100 3.36418
H -0.57609 0.57827 2.55076
H -2.97763 2.37703 2.43737
H -2.79219 1.13823 1.15293
H -0.43216 2.86793 1.94101
H -3.35826 2.51762 -0.13276
H -3.66037 1.57114 -1.56384
H -3.99432 4.32056 -1.19102
H -2.46014 4.31440 -2.00915
H -4.42630 2.54987 -3.40390
H -3.55489 3.93272 -4.02290
H -5.39912 5.76431 -2.87236
H -1.27038 0.80392 -4.43499
H -2.15889 2.26998 -4.08712
H -3.21163 0.61694 -5.44198
H -3.62937 -0.94620 -4.68737
H -5.73860 -0.14635 -6.27436
H -4.94271 1.44557 -6.31416
H -7.68981 0.98195 -6.22947
H -7.33966 1.51843 -4.57924
H -7.58714 3.33217 -5.72195
H 2.04320 1.10612 -3.89187
H 0.47457 1.28136 -4.62642
H 0.48411 -0.99445 -4.99608
H -0.06593 -1.01639 -3.33820
H 2.45966 -1.32215 -2.67811
H 2.74936 -1.55674 -4.44331
H 0.58555 -3.17818 -4.03089
H 2.22506 -3.77137 -3.89327
H 3.71559 -4.21528 -2.21870
H 3.45266 -5.72946 -1.28658
H 3.41838 -4.16572 -0.48900
H 2.36989 3.69180 0.13764
H 4.12176 0.61012 5.27350
H 5.76980 -0.69318 4.46523
H 2.99953 -1.60933 5.60319
H 5.47699 -2.41986 2.42035
H 6.44264 -0.97583 2.66963
H 6.45664 -1.68880 1.08878
H 5.91393 -1.06443 -0.53449
H 5.15672 0.04163 -1.42698
C 5.36258 3.80047 4.99340
C 5.97787 2.77468 4.15094
N 6.45965 1.96851 3.48118
H 4.28524 3.64503 5.03223
H 5.76995 3.74357 6.00123
H 5.56635 4.78675 4.58105
C -5.12420 -2.00186 2.71951
C -4.93981 -0.83893 3.58721
N -4.80745 0.08385 4.26684
H -4.61584 -1.83915 1.77086
H -4.71358 -2.89077 3.19508
H -6.18591 -2.15330 2.53222
C 3.17609 -5.49308 2.73535
C 3.62780 -4.51208 1.75291
N 3.99168 -3.72752 0.99006
H 3.98243 -6.18785 2.96311
H 2.87570 -4.98476 3.65110
H 2.32581 -6.04893 2.34357
C 6.54719 -4.27311 4.89416
C 6.42481 -5.60054 4.28741
N 6.33046 -6.64439 3.80964
H 5.74883 -4.12133 5.61842
H 7.50878 -4.18572 5.39671
H 6.47557 -3.50762 4.12394
C -8.33339 1.39887 3.38073
C -8.26196 0.30377 2.41285
N -8.20014 -0.55971 1.65132
H -7.37020 1.90264 3.43724
H -9.09470 2.11331 3.07331
H -8.58727 1.00633 4.36321
*
```